The following is a DFT calculation (the ωB97M-V functional and the def2-TZVPD basis) of the molecule C5H6O.

```
! wB97M-V def2-TZVPD RIJCOSX def2/J DEFGRID3
* xyz 0 1
C 1.6699 -1.5895 -0.9667
C 0.5633 -1.2333 -0.6520
C -0.7263 -0.6474 -0.2041
O -1.2318 0.2597 -1.1401
C -0.2097 0.1877 0.9508
C -0.2762 1.5203 0.8010
H 2.6253 -1.9428 -1.2847
H -1.4256 -1.4599 0.0407
H -0.6362 1.0630 -0.8730
H 0.3909 -0.3165 1.6981
H 0.4583 2.2013 1.1977
H -1.2019 1.9574 0.4323
*
```

- molar mass (g/mol) = 82.10
- LUMO level (eV) = 0.7
- E_tot (hartree) = -269.2105
- relative energy (zero: lowest compared OMol25 entry of this formula, charge and spin) (eV) = 3.695
- SMILES = C#C[C@H](O)C=C
- Kohn-Sham gap (Eh) = 0.384